133
Properties=species:S:1:pos:R:3:forces:R:3 method="wB97M-V/def2-TZVPD" orbital_gap_ev=7.0836 charge=-2
Sr 1.05346 0.77299 -3.49582 0.35 0.13 -0.09
N 3.59821 0.46658 -2.68311 1.20 -0.15 -1.02
N 4.41542 1.61133 -3.06263 0.94 -0.73 1.79
C 3.76425 2.82544 -3.34395 0.14 -0.10 -1.56
O 4.43449 3.85493 -3.24501 -0.16 0.14 0.54
O 2.63432 2.66763 -3.89057 -1.36 0.56 0.01
H 3.76499 0.33786 -1.68336 -0.35 -0.46 -0.36
H 3.95600 -0.37142 -3.22657 -0.50 1.41 1.24
H 5.09107 1.82614 -2.31248 -0.22 -0.35 -0.72
C -3.67758 5.45699 1.78317 0.36 -0.75 2.18
C -2.37861 4.76344 2.23354 -0.61 0.46 -0.21
C -2.46257 3.73030 3.14194 0.63 -0.36 -0.05
C -1.29890 2.98620 3.47234 -1.36 -0.18 2.10
C -1.43615 1.83186 4.46718 1.41 -0.24 -0.52
C -0.06009 3.36453 3.03930 0.27 0.37 -1.64
C -0.00605 4.45378 2.10164 3.10 -0.55 1.04
C 1.43468 4.78688 1.62185 -1.28 0.31 0.04
C -1.11493 5.13587 1.72366 -1.43 0.24 0.24
C 1.19186 2.57944 3.39769 -0.54 -0.13 0.08
C 1.75237 2.81662 4.67736 -0.87 -0.08 -2.01
C 2.91045 2.17470 5.02549 0.88 -0.21 0.35
C 3.56392 1.32101 4.10870 -0.10 0.12 0.29
C 2.95020 0.99602 2.87583 0.33 0.01 0.74
C 1.71717 1.61193 2.52184 -0.06 -0.58 -0.16
Ge 0.77109 1.15112 0.71646 0.03 0.62 0.80
S 1.62398 2.41241 -0.75242 -0.22 -0.23 -0.69
S 0.81819 -1.03257 0.13123 -0.28 -0.09 0.13
Ge -1.37618 -0.71578 -0.41943 -0.71 0.20 0.40
S -1.80738 -0.25383 -2.47434 0.36 0.07 0.09
S -1.52778 1.20857 0.84865 0.51 -0.70 -0.17
C -2.67344 -2.16092 0.29045 0.65 0.92 0.23
C -4.01253 -1.83282 0.53260 0.24 -1.45 0.53
C -4.85473 -2.79011 1.13073 0.77 -0.50 -0.55
C -4.40289 -4.05435 1.44611 0.62 0.52 0.29
C -3.05464 -4.35068 1.21364 -0.90 -1.34 -0.11
C -2.20871 -3.45363 0.62525 -0.60 1.28 -0.62
C -0.86544 -3.87828 0.21650 -0.05 -0.42 0.69
C 0.09949 -4.05409 1.20781 -0.50 -0.28 0.51
C -0.33717 -3.90533 2.68183 0.18 -0.11 0.38
C 1.36292 -4.44069 0.77800 0.56 0.01 0.50
C 1.64736 -4.70009 -0.55429 0.57 0.68 -0.04
C 3.01525 -4.98621 -1.09722 -0.05 -1.34 -0.19
C 0.64374 -4.54451 -1.47284 0.55 0.25 -1.93
C -0.60071 -4.16388 -1.11900 -2.23 0.45 0.21
C -1.70773 -4.13518 -2.17213 0.90 -0.13 0.35
C -4.73261 -0.62259 0.16198 -0.83 1.11 -1.00
C -5.36664 -0.55328 -1.10420 0.03 0.12 -0.51
C -5.10583 -1.65207 -2.14213 0.55 0.20 0.55
C -6.13021 0.58931 -1.44865 0.19 0.33 0.64
C -6.31646 1.61144 -0.48625 0.32 -0.20 -0.86
C -6.92609 2.99446 -0.83799 1.39 -0.62 1.64
C -5.82366 1.40088 0.81331 -0.77 1.71 -0.66
C -4.99919 0.35460 1.12523 0.03 -0.56 0.67
C -4.48816 0.28747 2.55127 0.88 -0.44 0.20
C 3.72553 0.03683 1.99786 0.12 0.21 0.09
C 4.61306 0.59618 1.06074 -0.81 2.14 0.20
C 4.72106 2.13491 0.97051 -1.17 -0.37 0.20
C 5.35102 -0.16530 0.20230 0.08 -1.08 0.06
C 5.30953 -1.55596 0.27896 -0.69 -0.06 0.38
C 6.08540 -2.41484 -0.67624 -0.33 -0.32 -0.07
C 4.50944 -2.09735 1.28695 0.16 0.52 0.12
C 3.71769 -1.35599 2.17203 0.43 1.43 -1.37
C 2.85165 -2.02658 3.15963 -0.50 1.24 0.58
H -3.92309 6.36790 2.35519 0.36 -0.10 -0.38
H -4.49371 4.76665 1.98783 -0.15 -0.10 0.04
H -3.69522 5.61179 0.75074 0.15 0.60 -1.65
H -3.42619 3.47791 3.61091 0.48 -0.04 -0.37
H -2.40774 1.77781 4.92667 -0.36 0.13 0.25
H -0.60998 1.82839 5.22603 -0.91 0.21 -0.47
H -1.27383 0.89654 3.91023 -0.17 0.09 0.05
H 1.68388 3.96747 0.95754 0.52 -0.03 0.00
H 2.16163 4.86829 2.43877 -0.28 -0.11 -0.08
H 1.49426 5.68696 1.00404 -0.22 0.07 0.14
H -1.06032 6.02052 1.10011 0.17 -0.15 -0.24
H 1.17545 3.54445 5.22888 0.43 0.00 0.71
H 3.32646 2.36568 6.02133 0.10 -0.15 -0.41
H 4.57948 0.91923 4.38281 -1.26 0.24 -0.43
H -5.90069 -2.59698 1.19360 -0.63 0.39 0.27
H -5.10112 -4.74001 1.90398 0.13 -0.34 -0.08
H -2.67971 -5.37160 1.31027 -0.15 0.18 0.36
H -0.86667 -4.79343 3.08345 0.07 0.21 -0.67
H -1.02165 -3.06419 2.87651 0.27 -0.17 -0.44
H 0.46638 -3.79336 3.41398 0.41 0.12 -0.46
H 2.20329 -4.42757 1.46127 -0.05 -0.26 0.28
H 3.73353 -5.14453 -0.28418 0.04 0.12 -0.20
H 3.33140 -4.17271 -1.78120 -0.14 -0.64 0.53
H 2.89852 -5.96481 -1.64823 0.52 0.90 0.32
H 0.81161 -4.51571 -2.56800 0.38 -0.61 0.69
H -1.91292 -5.15825 -2.49781 -0.50 -0.05 0.42
H -1.32473 -3.69685 -3.07027 0.26 0.58 -0.55
H -2.57440 -3.56466 -1.85598 -0.19 -0.31 -0.07
H -5.07259 -2.65317 -1.69781 -0.24 0.16 0.12
H -4.07807 -1.50023 -2.51904 -0.42 0.06 -0.14
H -5.81472 -1.67472 -2.97100 0.00 0.28 0.09
H -6.54532 0.71448 -2.47489 0.44 -0.19 0.86
H -6.20081 3.77124 -0.39695 -1.31 -0.92 -0.77
H -7.87898 3.01287 -0.30690 -0.12 0.58 -0.17
H -7.05144 3.15241 -1.90079 -0.04 -0.03 -0.14
H -6.05367 2.18291 1.57471 0.36 -0.63 -0.55
H -4.44909 1.34002 2.91569 -0.02 -0.91 0.13
H -3.43870 -0.14072 2.59450 -1.20 0.54 -0.04
H -5.14162 -0.36542 3.19494 0.51 0.72 -0.51
H 5.21955 2.53078 1.87193 0.04 0.02 -0.53
H 3.70418 2.57763 0.91829 0.49 -0.32 0.35
H 5.12629 2.49423 0.02424 0.64 -0.21 0.18
H 5.96569 0.32687 -0.51808 0.45 0.21 -0.47
H 6.92209 -1.83033 -1.03365 0.61 -0.20 0.04
H 5.53079 -2.69309 -1.58232 -0.33 0.23 0.33
H 6.36993 -3.36687 -0.20323 0.28 0.38 -0.12
H 4.50801 -3.14316 1.44988 0.03 -1.15 -0.12
H 3.40193 -2.84384 3.54457 0.09 -1.33 0.43
H 1.89565 -2.27175 2.71507 -0.11 -0.47 -0.16
H 2.60449 -1.36673 4.00606 0.20 -0.09 -0.24
O -0.35556 0.89457 -5.90722 1.56 1.81 -0.55
H -0.71606 0.06253 -5.72639 -1.15 -2.50 0.39
H -0.98192 1.56248 -5.62381 -0.26 0.30 0.29
O -0.91647 -1.97102 -4.95408 -0.34 0.10 0.85
H -1.29601 -1.79612 -4.05028 0.24 0.02 -0.96
H 0.04326 -1.94287 -4.77609 0.46 0.05 -0.23
O -1.26425 2.86655 -4.25693 0.04 0.20 0.61
H -1.50668 2.55483 -3.38086 -0.67 -0.81 0.21
H -0.76185 3.63618 -3.94956 0.67 0.68 -0.49
O 3.01637 -2.25304 -2.05009 -0.20 0.34 -1.10
H 2.33226 -1.92757 -1.44968 -0.01 0.02 0.18
H 2.62627 -2.05837 -2.95284 0.01 0.04 0.47
O 0.59885 4.78988 -3.21873 1.08 -0.59 -0.50
H 0.58839 4.82466 -2.25617 0.11 -0.22 0.07
H 1.45451 4.29553 -3.44067 -1.11 0.45 0.30
C 2.99994 -1.52796 -5.39228 -2.34 -1.64 1.36
O 1.88578 -1.29680 -4.50535 0.71 0.12 -0.42
H 3.19344 -0.71563 -6.06242 0.34 0.73 -0.33
H 2.73136 -2.42840 -6.01027 0.55 0.55 0.18
H 3.86469 -1.80000 -4.77089 0.41 0.15 -0.42

***

57
Properties=species:S:1:pos:R:3:forces:R:3 method="wB97M-V/def2-TZVPD" orbital_gap_ev="7.0765 / 6.5445" s_squared=0.756 spin_multiplicity=2 charge=+1
Pt -0.47001 0.19302 -0.78999 0.20 0.36 0.35
S -4.12772 2.08267 -2.20499 0.05 -0.19 0.04
Sb -3.49092 -0.21098 -2.50098 0.19 0.12 0.02
S -1.09155 0.10315 -2.99074 -0.23 -0.22 -0.02
S -2.72345 -0.00366 -0.21036 -0.09 0.10 0.06
O 0.58888 0.20677 1.31496 0.01 -0.29 -0.15
C 1.07181 1.38918 1.97505 -0.07 0.15 -0.12
C -0.05044 2.10776 2.69449 -0.01 -0.04 0.06
C -1.31940 2.14967 1.84269 -0.05 -0.08 0.05
C -1.18080 2.88937 0.54164 0.00 -0.03 -0.09
C -1.43269 4.25456 0.55825 0.00 0.02 0.01
C -1.35862 5.01146 -0.59420 -0.01 0.02 0.01
C -1.02068 4.37381 -1.77210 0.02 -0.01 -0.02
C -0.76980 3.02068 -1.73960 0.06 -0.05 -0.02
N -0.82990 2.27730 -0.61876 -0.09 0.12 0.07
H 0.19752 -0.41460 1.94407 -0.02 -0.08 0.06
H 1.48458 2.00151 1.17237 0.00 0.01 0.00
H 1.88933 1.13618 2.65079 -0.02 -0.11 -0.03
H 0.29059 3.10499 2.98197 -0.03 0.01 -0.04
H -0.29605 1.57961 3.61971 0.04 0.02 0.02
H -2.11950 2.62783 2.40696 0.03 0.05 0.01
H -1.65341 1.13164 1.67107 -0.05 0.03 -0.04
H -1.71260 4.70959 1.49853 0.00 0.00 0.00
H -1.57530 6.07109 -0.57397 0.01 0.00 0.01
H -0.96631 4.89853 -2.71467 0.00 -0.01 0.00
H -0.52656 2.48805 -2.64557 -0.02 -0.02 -0.01
O -0.47625 -4.24634 -1.02444 0.19 0.07 -0.01
S -1.08056 -2.97569 -0.76396 -0.17 -0.09 -0.10
O -2.23075 -2.62451 -1.55356 0.15 -0.06 0.03
N 0.05641 -1.77219 -0.82533 0.12 -0.01 -0.34
C 1.37853 -1.99375 -1.30953 -0.06 0.07 0.22
C 2.05004 -3.19148 -1.43945 -0.05 0.04 -0.03
C 3.37952 -3.23973 -1.90606 -0.02 -0.06 0.02
C 4.07714 -2.11819 -2.23461 0.03 0.04 -0.01
C 3.45085 -0.86616 -2.07494 -0.04 -0.02 0.00
C 4.09545 0.35379 -2.35772 0.03 0.01 0.00
C 3.44898 1.54066 -2.15449 0.01 0.02 0.01
C 2.14085 1.51403 -1.66318 0.02 -0.05 0.09
N 1.51060 0.38716 -1.39996 0.07 0.06 -0.14
C 2.11987 -0.81675 -1.60520 -0.02 0.01 0.03
C -1.55098 -2.96683 0.93873 -0.27 -0.02 -0.04
C -2.89057 -3.14142 1.24884 0.01 0.12 0.04
C -3.26621 -3.21586 2.58176 0.00 0.00 0.07
C -2.31074 -3.12326 3.58427 -0.07 -0.02 -0.02
C -0.96703 -2.98341 3.26002 0.05 0.02 0.02
C -0.58250 -2.91326 1.92978 0.17 -0.05 -0.08
H 1.56503 -4.11757 -1.19758 -0.06 -0.05 0.01
H 3.84497 -4.21173 -2.00003 -0.01 0.00 0.00
H 5.09424 -2.16647 -2.59935 0.00 0.00 0.00
H 5.11150 0.33494 -2.73211 0.00 -0.01 0.00
H 3.92063 2.49046 -2.35942 0.00 0.00 0.01
H 1.60681 2.43326 -1.46961 -0.01 0.00 -0.03
H -3.62661 -3.19647 0.45887 0.02 0.00 -0.01
H -4.30914 -3.34413 2.83818 0.00 0.00 0.00
H -2.61136 -3.18123 4.62186 0.00 0.00 0.00
H -0.22036 -2.95730 4.04345 0.01 0.00 -0.02
H 0.46463 -2.86977 1.64812 0.00 0.09 0.06

***

11
Properties=species:S:1:pos:R:3:forces:R:3 method="wB97M-V/def2-TZVPD" orbital_gap_ev=10.5506
S 5.84118 -0.65784 2.32466 1.11 2.21 1.88
H 5.56933 -0.06799 3.62315 0.36 -0.98 -2.02
C -1.68147 0.16997 -0.22665 -0.74 -2.00 1.42
C -3.08464 0.11329 -2.06578 1.34 -0.07 -0.01
N -2.23550 0.76349 -1.38374 -0.69 0.37 -1.29
H -0.60351 0.23225 -0.22247 0.23 0.45 0.15
H -2.14034 0.56202 0.68607 0.48 0.65 -0.10
H -1.91515 -0.92779 -0.08390 0.10 0.58 -0.62
H -3.33063 -0.90952 -1.74378 -0.39 0.10 -0.32
H -3.36433 0.48635 -3.06735 -0.33 -0.09 0.78
H 6.94507 0.23577 2.15979 -1.47 -1.24 0.14

***

| no. | E_tot (eV) | F_max (eV Å⁻¹) |
| --- | --- | --- |
| 1 | -229502.9066 | 3.32 |
| 2 | -87941.7663 | 0.54 |
| 3 | -14511.2736 | 3.11 |